No. 1
ORCA calculation (wB97M-V/def2-TZVPD) on a 9-piece molecular cluster, C26H63N4O14 overall at a distorted geometry.

Positions of all 107 atoms, in Å:
1 C 5.387 -3.672 -1.353
2 C 4.569 -4.766 -0.555
3 C 3.753 -5.628 -1.466
4 O 3.222 -6.768 -0.892
5 C 2.234 -6.597 0.139
6 N 5.632 -5.569 0.179
7 H 5.264 -6.351 0.703
8 H 6.200 -6.055 -0.500
9 H 6.267 -4.992 0.712
10 H 6.143 -3.120 -0.795
11 H 4.682 -3.023 -1.872
12 H 5.922 -4.150 -2.174
13 H 3.998 -4.276 0.234
14 H 4.317 -5.982 -2.329
15 H 2.956 -4.991 -1.850
16 H 1.897 -7.571 0.492
17 H 1.403 -5.947 -0.135
18 H 2.680 -6.137 1.021
19 C 0.033 3.463 6.041
20 C -0.272 4.672 5.181
21 C -0.558 5.993 5.982
22 O -0.849 6.922 4.954
23 C -0.638 8.286 5.146
24 N 0.971 4.893 4.295
25 H 0.967 5.762 3.780
26 H 1.813 4.833 4.850
27 H 1.039 4.115 3.654
28 H -0.570 3.450 6.949
29 H 1.038 3.529 6.459
30 H -0.024 2.485 5.563
31 H -1.069 4.436 4.475
32 H 0.259 6.262 6.651
33 H -1.448 5.838 6.592
34 H 0.373 8.568 5.442
35 H -1.340 8.715 5.860
36 H -0.843 8.913 4.278
37 C 0.396 5.382 -5.114
38 C 0.930 4.725 -3.850
39 C 0.113 5.297 -2.642
40 O -1.264 4.863 -2.698
41 C -2.021 5.283 -1.620
42 N 0.893 3.221 -3.966
43 H 0.920 2.690 -3.106
44 H 0.154 2.917 -4.584
45 H 1.687 2.880 -4.489
46 H -0.667 5.317 -5.344
47 H 1.011 5.092 -5.966
48 H 0.619 6.441 -4.989
49 H 1.996 4.869 -3.671
50 H 0.165 6.385 -2.601
51 H 0.603 4.915 -1.746
52 H -1.652 4.759 -0.738
53 H -3.068 5.025 -1.780
54 H -1.852 6.337 -1.399
55 C -4.714 -3.135 -4.242
56 C -3.972 -4.211 -5.033
57 C -4.861 -5.020 -6.120
58 O -5.209 -4.101 -7.180
59 C -5.635 -4.782 -8.349
60 N -2.890 -3.393 -5.779
61 H -2.035 -3.256 -5.260
62 H -2.507 -3.900 -6.564
63 H -3.143 -2.512 -6.203
64 H -5.598 -3.570 -3.775
65 H -5.146 -2.296 -4.787
66 H -4.105 -2.776 -3.413
67 H -3.405 -4.958 -4.479
68 H -5.724 -5.482 -5.639
69 H -4.278 -5.880 -6.451
70 H -4.814 -5.299 -8.845
71 H -5.925 -3.926 -8.959
72 H -6.341 -5.609 -8.264
73 C 5.687 3.250 -0.119
74 C 6.234 4.730 0.055
75 O 7.447 4.896 0.380
76 O 5.456 5.659 -0.148
77 H 6.501 2.545 0.050
78 H 5.309 3.036 -1.118
79 H 4.933 2.988 0.624
80 C -4.902 -6.791 1.403
81 C -6.016 -6.404 2.396
82 O -7.180 -6.792 2.204
83 O -5.673 -5.769 3.413
84 H -4.290 -7.618 1.763
85 H -4.213 -5.946 1.400
86 H -5.181 -7.033 0.377
87 C -0.346 -1.510 1.743
88 C 0.002 -0.654 0.578
89 O 0.328 0.552 0.778
90 O -0.124 -1.180 -0.575
91 H 0.434 -1.217 2.446
92 H -1.294 -1.264 2.220
93 H -0.299 -2.578 1.530
94 C -5.687 1.598 4.712
95 C -6.952 1.973 5.398
96 O -7.036 3.029 6.003
97 O -7.971 1.271 5.193
98 H -4.849 1.679 5.405
99 H -5.546 2.157 3.788
100 H -5.692 0.520 4.552
101 C 6.114 -0.122 4.096
102 C 7.498 -0.762 3.668
103 O 7.510 -1.998 3.494
104 O 8.529 -0.033 3.481
105 H 5.898 -0.578 5.062
106 H 5.230 -0.433 3.540
107 H 6.066 0.966 4.143

Energy relative to the best compared isomer or geometry (same formula, charge and spin), eV: 0.0000
Total charge: -1
E_LUMO, eV: -1.308
Gap between HOMO and LUMO, eV: 1.78
Highest occupied orbital energy, eV: -3.1
Electronic energy, a.u.: -2300.319808

=====

No. 2
ORCA calculation (wB97M-V/def2-TZVPD) on a 10-piece molecular cluster, C26H64Br8O18S6 overall at a distorted geometry.

Positions of all 122 atoms, in Å:
1 C 0.988 -5.091 -0.121
2 C 0.655 -5.586 -1.494
3 O 1.367 -4.723 -2.413
4 S 1.035 -4.739 -4.020
5 C -0.454 -3.665 -4.019
6 O 2.104 -4.055 -4.692
7 O 0.653 -6.077 -4.471
8 H 0.578 -5.769 0.627
9 H 0.665 -4.060 0.025
10 H 2.054 -5.045 0.103
11 H 0.898 -6.596 -1.825
12 H -0.397 -5.450 -1.744
13 H -0.038 -2.716 -3.680
14 H -1.195 -4.099 -3.347
15 H -0.979 -3.625 -4.973
16 C 2.140 1.228 3.919
17 C 0.950 2.217 3.730
18 O 0.796 3.095 4.823
19 S -0.749 3.417 5.313
20 C -0.871 2.192 6.616
21 O -0.739 4.759 5.855
22 O -1.736 3.061 4.241
23 H 2.000 0.523 4.738
24 H 3.103 1.685 4.149
25 H 2.276 0.564 3.066
26 H 0.881 2.868 2.858
27 H 0.122 1.517 3.613
28 H -0.820 2.779 7.533
29 H -0.057 1.475 6.508
30 H -1.789 1.605 6.634
31 C 2.899 -4.515 6.067
32 C 2.791 -4.360 4.598
33 O 4.088 -3.927 4.171
34 S 4.138 -2.711 2.997
35 C 5.801 -1.975 3.523
36 O 4.157 -3.317 1.684
37 O 3.118 -1.763 3.290
38 H 3.522 -5.356 6.371
39 H 1.913 -4.552 6.530
40 H 3.417 -3.656 6.494
41 H 2.467 -5.272 4.098
42 H 2.038 -3.594 4.407
43 H 6.463 -2.064 2.662
44 H 6.287 -2.569 4.297
45 H 5.586 -0.984 3.923
46 C 3.261 3.618 -3.179
47 C 2.425 3.628 -4.452
48 O 1.123 3.611 -3.962
49 S -0.076 3.560 -5.079
50 C 0.041 5.332 -5.584
51 O 0.293 2.715 -6.229
52 O -1.301 3.261 -4.423
53 H 2.995 2.731 -2.604
54 H 3.042 4.548 -2.654
55 H 4.301 3.557 -3.498
56 H 2.730 4.528 -4.984
57 H 2.591 2.734 -5.054
58 H -0.225 5.948 -4.725
59 H -0.681 5.616 -6.350
60 H 0.973 5.469 -6.132
61 C -4.276 -0.988 0.686
62 C -4.378 -1.022 -0.818
63 O -5.657 -0.881 -1.214
64 S -6.175 0.628 -1.657
65 C -7.120 0.951 -0.117
66 O -5.064 1.604 -1.770
67 O -7.140 0.453 -2.737
68 H -3.268 -1.331 0.917
69 H -4.931 -1.728 1.145
70 H -4.399 0.050 0.995
71 H -3.640 -0.321 -1.207
72 H -4.011 -1.929 -1.297
73 H -7.911 0.217 0.037
74 H -7.660 1.887 -0.260
75 H -6.394 0.912 0.696
76 C 3.236 -0.343 -0.320
77 C 1.919 0.363 -0.632
78 O 1.011 -0.641 -1.121
79 S -0.627 -0.522 -0.968
80 C -0.937 0.820 -2.158
81 O -1.206 -1.768 -1.504
82 O -0.941 -0.030 0.375
83 H 3.625 -0.816 -1.221
84 H 3.149 -1.146 0.412
85 H 3.955 0.344 0.126
86 H 1.687 0.856 0.312
87 H 2.118 1.080 -1.429
88 H -0.955 0.419 -3.172
89 H -0.202 1.616 -2.041
90 H -1.852 1.237 -1.736
91 Br -0.935 -1.374 5.428
92 C -0.850 -1.276 3.473
93 C -1.422 -2.555 2.796
94 Br -0.520 -4.269 3.387
95 H 0.207 -1.258 3.208
96 H -1.258 -0.319 3.147
97 H -1.223 -2.527 1.725
98 H -2.486 -2.697 2.987
99 Br -0.634 3.995 -0.978
100 C -1.695 3.420 0.687
101 C -3.208 3.496 0.369
102 Br -4.021 2.493 1.854
103 H -1.406 4.097 1.490
104 H -1.258 2.468 0.990
105 H -3.350 3.004 -0.592
106 H -3.616 4.504 0.298
107 Br -7.001 -2.451 -6.178
108 C -5.739 -1.519 -4.924
109 C -4.350 -1.847 -5.485
110 Br -3.011 -0.655 -4.598
111 H -5.811 -1.873 -3.895
112 H -5.860 -0.437 -4.980
113 H -4.309 -1.552 -6.533
114 H -3.885 -2.827 -5.372
115 Br 3.026 3.492 0.385
116 C 4.713 4.350 -0.152
117 C 5.799 3.224 0.023
118 Br 7.634 3.914 -0.192
119 H 4.821 5.223 0.492
120 H 4.601 4.695 -1.180
121 H 5.699 2.451 -0.739
122 H 5.773 2.707 0.982

SMILES: CCOS(C)(=O)=O.CCOS(C)(=O)=O.CCOS(C)(=O)=O.CCOS(C)(=O)=O.CCOS(C)(=O)=O.CCOS(C)(=O)=O.BrCCBr.BrCCBr.BrCCBr.BrCCBr
E_LUMO, eV: 0.003
Gap between HOMO and LUMO, eV: 10.15
Highest occupied orbital energy, eV: -10.1
Electronic energy, a.u.: -25364.439633

=====

No. 3
ORCA calculation (wB97M-V/def2-TZVPD) on a 4-piece molecular cluster, C26H64N9O7P3 overall at a distorted geometry.

Positions of all 109 atoms, in Å:
1 C -2.616 1.860 -1.205
2 N -2.196 0.605 -1.807
3 C -0.815 0.747 -2.269
4 P -2.460 -0.916 -1.042
5 O -1.690 -0.542 0.226
6 N -3.982 -1.059 -0.253
7 C -5.029 -0.063 -0.250
8 C -3.961 -1.743 1.039
9 N -3.285 -1.430 -2.508
10 C -3.732 -0.619 -3.626
11 C -3.840 -2.776 -2.520
12 H -2.352 2.706 -1.846
13 H -2.164 2.025 -0.220
14 H -3.698 1.925 -1.110
15 H -0.498 -0.153 -2.809
16 H -0.123 0.902 -1.433
17 H -0.716 1.583 -2.967
18 H -4.799 0.770 0.425
19 H -5.977 -0.502 0.076
20 H -5.225 0.329 -1.249
21 H -3.666 -1.067 1.852
22 H -3.259 -2.580 1.022
23 H -4.943 -2.161 1.277
24 H -4.477 0.121 -3.326
25 H -4.188 -1.236 -4.408
26 H -2.901 -0.106 -4.112
27 H -4.917 -2.761 -2.328
28 H -3.368 -3.400 -1.758
29 H -3.662 -3.270 -3.481
30 C 3.180 -6.041 2.270
31 N 2.017 -6.611 1.611
32 C 1.055 -7.027 2.633
33 P 1.240 -5.835 0.282
34 O 0.965 -4.539 1.054
35 N 2.322 -5.099 -0.837
36 C 3.764 -5.151 -0.763
37 C 1.909 -3.802 -1.369
38 N 1.480 -7.314 -0.640
39 C 2.313 -8.457 -0.317
40 C 1.012 -7.319 -2.020
41 H 3.511 -6.688 3.087
42 H 2.986 -5.043 2.681
43 H 4.039 -5.986 1.604
44 H 0.207 -7.544 2.170
45 H 0.664 -6.171 3.195
46 H 1.508 -7.732 3.335
47 H 4.158 -4.476 0.006
48 H 4.209 -4.858 -1.720
49 H 4.130 -6.161 -0.576
50 H 2.156 -2.985 -0.679
51 H 0.833 -3.780 -1.551
52 H 2.392 -3.600 -2.330
53 H 3.370 -8.189 -0.250
54 H 2.227 -9.240 -1.077
55 H 2.009 -8.929 0.618
56 H 1.840 -7.155 -2.717
57 H 0.271 -6.534 -2.184
58 H 0.524 -8.265 -2.270
59 C -0.710 7.644 -3.559
60 N -0.733 7.383 -2.131
61 C -2.062 7.716 -1.613
62 P -0.136 5.914 -1.454
63 O -1.071 5.007 -2.270
64 N 1.303 5.330 -2.196
65 C 2.037 5.996 -3.248
66 C 1.371 3.884 -2.396
67 N 0.916 6.879 -0.429
68 C 1.226 8.293 -0.527
69 C 1.805 6.159 0.474
70 H -1.140 8.627 -3.775
71 H -1.266 6.895 -4.135
72 H 0.305 7.702 -3.947
73 H -2.083 7.616 -0.523
74 H -2.836 7.059 -2.028
75 H -2.323 8.754 -1.839
76 H 1.538 5.896 -4.220
77 H 3.041 5.571 -3.345
78 H 2.195 7.054 -3.032
79 H 0.842 3.576 -3.307
80 H 0.929 3.353 -1.551
81 H 2.409 3.546 -2.469
82 H 1.722 8.541 -1.468
83 H 1.892 8.612 0.281
84 H 0.334 8.912 -0.424
85 H 2.820 6.105 0.068
86 H 1.451 5.140 0.641
87 H 1.845 6.639 1.457
88 O 1.107 3.820 6.362
89 C 0.925 2.932 5.557
90 C 0.869 1.390 5.956
91 C 0.030 0.904 4.962
92 C -0.331 -0.625 5.028
93 C -0.164 -1.427 3.665
94 C 0.749 -0.721 2.578
95 C 2.257 -0.519 3.032
96 O 2.861 -1.770 3.415
97 C -0.409 2.043 3.977
98 O -1.356 2.144 3.242
99 O 0.663 2.983 4.171
100 H 1.341 0.879 6.829
101 H 0.233 -1.060 5.902
102 H -1.432 -0.679 5.317
103 H -1.175 -1.700 3.240
104 H 0.348 -2.412 3.915
105 H 0.805 -1.437 1.695
106 H 0.295 0.226 2.146
107 H 2.804 -0.151 2.098
108 H 2.380 0.312 3.793
109 H 3.824 -1.591 3.449

SMILES: CN(C)P(=O)(N(C)C)N(C)C.CN(C)P(=O)(N(C)C)N(C)C.CN(C)P(=O)(N(C)C)N(C)C.O=C1C=C(CCCCO)C(=O)O1
E_LUMO, eV: -0.757
Gap between HOMO and LUMO, eV: 6.96
Highest occupied orbital energy, eV: -7.7
Electronic energy, a.u.: -3072.228873

=====

No. 4
ORCA calculation (wB97M-V/def2-TZVPD) on a 11-piece molecular cluster, C26H66ClNO13 overall at a distorted geometry.

Positions of all 107 atoms, in Å:
1 C -0.541 -0.660 0.603
2 C -0.573 0.875 0.846
3 N -1.751 1.371 1.626
4 C -2.981 0.977 1.092
5 C -3.775 -0.018 1.505
6 Cl -3.324 -1.007 2.895
7 C -5.007 -0.112 0.616
8 O -5.921 -0.812 0.715
9 O -4.770 0.818 -0.399
10 C -3.705 1.627 -0.103
11 O -3.378 2.631 -0.595
12 H 0.347 -1.073 1.098
13 H -1.420 -1.204 0.972
14 H -0.474 -0.808 -0.491
15 H -0.559 1.409 -0.126
16 H 0.330 1.164 1.404
17 H -1.712 2.389 1.532
18 C 0.496 -4.965 0.222
19 C 1.009 -3.725 -0.481
20 O 1.994 -3.071 0.318
21 H 0.065 -4.704 1.191
22 H -0.263 -5.467 -0.378
23 H 1.313 -5.666 0.413
24 H 0.197 -3.019 -0.651
25 H 1.452 -3.981 -1.450
26 H 2.715 -3.700 0.456
27 C -7.966 1.941 3.299
28 C -6.728 1.312 3.900
29 O -6.801 -0.099 3.796
30 H -8.870 1.598 3.804
31 H -7.915 3.030 3.370
32 H -8.054 1.657 2.246
33 H -6.633 1.570 4.955
34 H -5.827 1.657 3.378
35 H -6.872 -0.312 2.858
36 C 1.472 5.092 0.608
37 C 0.698 4.089 1.441
38 O 1.577 3.085 1.951
39 H 1.974 4.593 -0.223
40 H 0.809 5.858 0.207
41 H 2.248 5.576 1.207
42 H -0.059 3.593 0.834
43 H 0.199 4.582 2.282
44 H 2.238 3.529 2.494
45 C 5.527 2.142 0.677
46 C 4.188 2.204 -0.036
47 O 4.269 3.064 -1.172
48 H 5.835 3.139 0.996
49 H 5.474 1.492 1.553
50 H 6.304 1.764 0.007
51 H 3.420 2.600 0.627
52 H 3.877 1.207 -0.367
53 H 4.943 2.704 -1.760
54 C 0.445 -3.095 5.369
55 C -0.321 -3.396 4.094
56 O -0.087 -2.390 3.115
57 H 0.149 -2.124 5.770
58 H 0.262 -3.859 6.126
59 H 1.519 -3.047 5.172
60 H -1.393 -3.422 4.289
61 H -0.021 -4.367 3.683
62 H 0.861 -2.375 2.933
63 C -7.040 3.967 -0.063
64 C -6.474 5.198 -0.744
65 O -5.479 5.813 0.071
66 H -7.478 4.232 0.901
67 H -7.807 3.499 -0.684
68 H -6.252 3.236 0.132
69 H -7.258 5.934 -0.918
70 H -6.025 4.936 -1.708
71 H -4.780 5.164 0.214
72 C 5.043 1.870 -4.938
73 C 6.461 1.551 -4.504
74 O 6.462 0.560 -3.478
75 H 4.455 2.224 -4.088
76 H 5.034 2.636 -5.716
77 H 4.543 0.977 -5.321
78 H 6.948 2.439 -4.102
79 H 7.052 1.186 -5.349
80 H 6.041 -0.230 -3.835
81 C -1.350 5.304 -3.108
82 C -0.975 6.653 -2.523
83 O 0.376 6.647 -2.067
84 H -1.223 4.516 -2.364
85 H -2.386 5.300 -3.451
86 H -0.702 5.056 -3.953
87 H -1.610 6.887 -1.668
88 H -1.094 7.445 -3.269
89 H 0.939 6.450 -2.823
90 C 1.247 -8.104 -3.437
91 C -0.046 -7.914 -2.667
92 O -0.369 -6.531 -2.558
93 H 2.066 -7.578 -2.943
94 H 1.504 -9.162 -3.516
95 H 1.161 -7.690 -4.445
96 H 0.050 -8.309 -1.656
97 H -0.872 -8.433 -3.163
98 H -0.465 -6.182 -3.451
99 C 6.316 -6.351 0.299
100 C 4.939 -6.018 -0.240
101 O 4.344 -4.963 0.514
102 H 6.254 -6.646 1.347
103 H 6.772 -7.164 -0.269
104 H 6.972 -5.478 0.248
105 H 4.281 -6.884 -0.169
106 H 4.996 -5.714 -1.290
107 H 4.921 -4.193 0.443

SMILES: CCNC1=C(Cl)C(=O)OC1=O.CCO.CCO.CCO.CCO.CCO.CCO.CCO.CCO.CCO.CCO
E_LUMO, eV: -0.543
Gap between HOMO and LUMO, eV: 8.82
Highest occupied orbital energy, eV: -9.4
Electronic energy, a.u.: -2523.180633